Entry 1:
{"formula": "C10H40N20O10", "method": "ωB97M-V with the def2-TZVPD basis set", "symbols": ["N", "C", "N", "O", "H", "H", "H", "H", "N", "C", "N", "O", "H", "H", "H", "H", "N", "C", "N", "O", "H", "H", "H", "H", "N", "C", "N", "O", "H", "H", "H", "H", "N", "C", "N", "O", "H", "H", "H", "H", "N", "C", "N", "O", "H", "H", "H", "H", "N", "C", "N", "O", "H", "H", "H", "H", "N", "C", "N", "O", "H", "H", "H", "H", "N", "C", "N", "O", "H", "H", "H", "H", "N", "C", "N", "O", "H", "H", "H", "H"], "positions_angstrom": [[0.7872, -3.4521, -4.5365], [1.4420, -3.1896, -3.3966], [1.0716, -3.9533, -2.3349], [2.4552, -2.4820, -3.3666], [-0.0561, -3.9936, -4.4656], [1.1411, -3.0741, -5.3963], [1.7450, -3.7588, -1.6101], [0.5657, -4.7966, -2.5290], [-0.8590, -7.0815, 0.0754], [-1.6043, -5.9571, -0.0451], [-2.8675, -6.0943, 0.4073], [-1.1132, -4.9168, -0.4727], [-1.2013, -7.8314, 0.6478], [0.0022, -7.1504, -0.4329], [-3.1489, -7.0205, 0.6675], [-3.5053, -5.3174, 0.3752], [-1.2881, 3.5174, -0.7711], [-0.7335, 3.9211, 0.3545], [-1.2219, 4.9743, 1.0117], [0.3096, 3.3458, 0.7736], [-0.7359, 2.8781, -1.3190], [-2.0177, 4.0271, -1.2419], [-1.9899, 5.5094, 0.6424], [-0.9172, 5.1982, 1.9449], [3.3808, 1.2067, -1.9548], [4.2771, 2.1425, -2.3103], [3.8500, 2.9687, -3.3158], [5.3921, 2.1785, -1.8111], [3.7724, 0.5341, -1.3161], [2.4412, 1.0793, -2.2833], [3.0752, 2.6151, -3.8489], [4.5571, 3.5324, -3.7555], [-1.0313, 3.1209, 4.1405], [0.3041, 2.9941, 4.3527], [0.9706, 2.7029, 3.2302], [0.8823, 3.3115, 5.3974], [-1.4470, 2.5749, 3.4058], [-1.6118, 3.5387, 4.8462], [1.9569, 2.5921, 3.4015], [0.5125, 2.8831, 2.3301], [-3.0435, -2.8117, -0.8997], [-4.3645, -2.9952, -0.8629], [-5.0656, -2.0409, -0.2209], [-4.9512, -3.9111, -1.4512], [-2.6248, -2.1019, -0.3254], [-2.5182, -3.4992, -1.4149], [-4.7248, -1.1853, 0.1863], [-6.0566, -2.1057, -0.3862], [-4.5048, 1.2817, -1.4662], [-5.0125, 1.4183, -0.2152], [-4.0851, 1.1288, 0.7464], [-6.1640, 1.6912, 0.0701], [-3.5120, 1.1483, -1.5571], [-5.0608, 1.0153, -2.2587], [-3.1672, 0.8801, 0.4088], [-4.2248, 1.1555, 1.7385], [4.3627, -2.5923, 2.3038], [3.0591, -2.3268, 2.6092], [2.7817, -1.0420, 2.2950], [2.2859, -3.2060, 2.9740], [4.6396, -3.5100, 2.0000], [4.9084, -1.8185, 1.9783], [1.8799, -0.7280, 2.6257], [3.4477, -0.3941, 1.9286], [-0.1311, -1.7273, -0.3930], [-0.3532, -0.4735, -0.0040], [0.7370, 0.3281, -0.0476], [-1.4322, 0.0448, 0.3341], [0.6597, -2.0333, -0.9268], [-0.9404, -2.3105, -0.2666], [0.6072, 1.2676, 0.2846], [1.6028, -0.0886, -0.3385], [2.8169, 3.9792, -0.1336], [3.5117, 4.8566, 0.6533], [2.6173, 5.5065, 1.4690], [4.6788, 5.1759, 0.4685], [3.4164, 3.4762, -0.7763], [1.9315, 3.6202, 0.2176], [2.7802, 6.4056, 1.8851], [1.6712, 5.2448, 1.2768]], "mulliken_charge": [-0.42, 0.73, -0.41, -0.69, 0.17, 0.23, 0.24, 0.17, -0.43, 0.56, -0.34, -0.52, 0.15, 0.20, 0.16, 0.17, -0.34, 0.47, -0.37, -0.94, 0.24, 0.21, 0.17, 0.29, -0.15, 0.18, -0.37, -0.62, 0.10, 0.12, 0.19, 0.24, -0.33, 0.51, -0.10, -0.69, 0.17, 0.20, 0.17, 0.07, -0.05, 0.43, -0.29, -0.70, 0.01, 0.07, 0.18, 0.22, -0.32, 0.58, -0.21, -0.65, 0.18, 0.21, 0.14, 0.17, -0.41, 0.64, -0.29, -0.62, 0.22, 0.17, 0.11, 0.17, 0.16, 0.70, 0.28, -0.87, -0.03, 0.03, -0.17, 0.00, -0.19, 0.45, -0.29, -0.66, 0.44, 0.43, 0.22, 0.12], "total_charge": 0, "total_energy_ev": -61305.3583, "homo_energy_ev": -9.3, "max_force_ev_per_a": 2.5, "smiles": "NC(N)=O.NC(N)=O.NC(N)=O.NC(N)=O.NC(N)=O.NC(N)=O.NC(N)=O.NC(N)=O.NC(N)=O.NC(N)=O"}

***

Entry 2:
{"formula": "C2H3NOS2", "method": "ωB97M-V with the def2-TZVPD basis set", "symbols": ["O", "C", "N", "S", "C", "S", "H", "H", "H"], "positions_angstrom": [[1.8790, -1.0658, 1.0600], [1.4197, -0.4639, 0.1225], [0.0351, -0.0523, 0.2019], [-0.7369, -0.3056, 1.7748], [-0.5389, 0.3384, -0.9390], [-2.1461, 0.7144, -1.2131], [1.8475, -0.0347, -0.7932], [-1.8212, 0.5443, 1.6019], [0.0619, 0.3252, -1.8160]], "mulliken_charge": [-0.48, 0.23, -0.01, -0.04, 0.02, -0.30, 0.25, 0.15, 0.17], "total_charge": 0, "total_energy_ev": -27329.4257, "homo_energy_ev": -9.0, "max_force_ev_per_a": 3.3, "smiles": "O=CN(S)C=S"}

***

Entry 3:
{"formula": "C15H24N2O", "method": "ωB97M-V with the def2-TZVPD basis set", "symbols": ["C", "C", "C", "C", "C", "C", "C", "N", "C", "C", "C", "C", "C", "O", "C", "C", "C", "N", "H", "H", "H", "H", "H", "H", "H", "H", "H", "H", "H", "H", "H", "H", "H", "H", "H", "H", "H", "H", "H", "H", "H", "H"], "positions_angstrom": [[3.3825, -1.8172, -0.0656], [2.0511, -2.3850, -0.5403], [1.3725, -1.5501, -1.6501], [2.2017, -1.5374, -2.9378], [1.1834, -0.1809, -1.1801], [1.0172, 0.9502, -0.8129], [0.7900, 2.2728, -0.2426], [0.1529, 2.2550, 1.0625], [0.9538, 1.5919, 2.0743], [0.3410, 1.8256, 3.4517], [-1.0870, 1.2917, 3.4854], [-1.8871, 1.9435, 2.3635], [-1.1911, 1.7092, 1.0276], [0.1298, -2.1774, -2.0099], [-0.9820, -1.9384, -1.1903], [-1.9040, -0.8613, -1.8021], [-3.0273, -0.6019, -0.9453], [-3.9100, -0.4040, -0.2455], [3.7491, -2.3959, 0.7791], [4.1299, -1.8573, -0.8535], [3.2652, -0.7822, 0.2493], [1.3665, -2.4442, 0.3105], [2.1879, -3.3976, -0.9252], [3.1460, -1.0263, -2.7777], [2.3849, -2.5587, -3.2599], [1.6480, -1.0201, -3.7174], [0.1582, 2.8568, -0.9216], [1.7535, 2.7860, -0.1456], [1.9643, 2.0098, 2.0412], [1.0284, 0.5048, 1.8848], [0.3312, 2.8979, 3.6539], [0.9543, 1.3362, 4.2105], [-1.5476, 1.5003, 4.4524], [-1.0768, 0.2080, 3.3432], [-2.8954, 1.5306, 2.3159], [-1.9569, 3.0175, 2.5428], [-1.7489, 2.2073, 0.2298], [-1.1844, 0.6252, 0.8122], [-1.5312, -2.8837, -1.1139], [-0.6829, -1.6280, -0.1816], [-1.3366, 0.0640, -1.9372], [-2.2601, -1.2014, -2.7777]], "mulliken_charge": [-1.25, -0.54, 1.46, -1.86, -0.67, 0.78, -1.35, 0.05, -0.42, -0.89, -0.67, -1.06, 0.05, -0.43, -0.64, -0.12, 0.12, -0.50, 0.40, 0.34, 0.26, 0.24, 0.46, 0.39, 0.40, 0.42, 0.38, 0.39, 0.45, 0.17, 0.36, 0.37, 0.35, 0.29, 0.41, 0.38, 0.45, -0.25, 0.47, 0.21, 0.15, 0.44], "total_charge": 0, "total_energy_ev": -20970.2310, "homo_energy_ev": -8.9, "max_force_ev_per_a": 0.9, "smiles": "CC[C@](C)(C#CCN1CCCCC1)OCCC#N"}

***

Values of lowest unoccupied orbital energy, in order: -0.3, -0.2, 0.8, all in eV.